(1)
DFT (wB97M-V/def2-TZVPD) results for a structure of composition C23H14BF5IrN7O2S4Sb.

Each line ends with the Mulliken spin population.
Element x y z (Å)
Ir (0.481, 0.945, 0.705)  1.428
C (0.887, -3.004, -1.001)  0.002
C (0.355, -1.714, -0.992)  0.003
N (0.963, -0.987, -0.065)  0.054
N (1.879, -1.769, 0.540)  -0.005
C (1.849, -2.990, -0.007)  0.010
B (2.781, -1.225, 1.669)  -0.047
N (1.866, -0.751, 2.821)  0.000
C (1.846, -1.141, 4.104)  -0.002
C (0.860, -0.434, 4.763)  0.001
C (0.301, 0.388, 3.780)  -0.027
N (0.918, 0.183, 2.626)  0.041
N (3.573, -0.010, 1.128)  -0.025
C (4.904, 0.191, 1.091)  0.002
C (5.136, 1.425, 0.519)  0.001
C (3.852, 1.918, 0.230)  -0.007
N (2.930, 1.042, 0.598)  0.107
H (0.608, -3.822, -1.643)  0.000
H (-0.441, -1.289, -1.582)  0.001
H (2.514, -3.765, 0.339)  0.001
H (3.543, -2.072, 2.055)  0.000
H (2.524, -1.903, 4.454)  0.000
H (0.578, -0.492, 5.800)  0.000
H (-0.507, 1.098, 3.852)  0.008
H (5.587, -0.555, 1.469)  -0.001
H (6.085, 1.901, 0.337)  0.001
H (3.560, 2.850, -0.232)  0.000
S (-3.106, 3.975, 2.393)  0.847
Sb (-1.897, 3.641, 0.441)  0.053
S (0.140, 3.000, 1.608)  0.353
S (-0.146, 1.673, -1.422)  0.068
F (-0.219, 0.331, -7.798)  0.000
C (0.172, 0.731, -6.590)  -0.001
C (-0.504, 1.744, -5.946)  0.000
F (-1.569, 2.297, -6.533)  0.000
C (-0.061, 2.193, -4.715)  0.000
F (-0.719, 3.196, -4.144)  0.000
C (1.044, 1.633, -4.090)  -0.003
S (1.576, 2.153, -2.493)  0.001
C (1.698, 0.607, -4.758)  0.002
F (2.765, 0.026, -4.217)  0.000
C (1.273, 0.155, -5.995)  0.001
F (1.916, -0.836, -6.620)  0.000
O (-2.828, 1.846, -0.096)  0.025
C (-2.784, 0.742, 0.638)  0.289
N (-1.634, 0.086, 0.931)  0.244
C (-1.925, -1.099, 1.605)  0.048
O (-1.095, -1.927, 2.010)  0.202
C (-3.391, -1.150, 1.734)  0.117
C (-4.240, -2.090, 2.305)  -0.054
C (-5.603, -1.835, 2.304)  0.122
C (-6.117, -0.643, 1.748)  -0.016
C (-5.285, 0.296, 1.172)  0.052
C (-3.908, 0.034, 1.160)  0.081
H (-3.839, -2.999, 2.740)  0.003
H (-6.286, -2.557, 2.736)  0.011
H (-7.185, -0.462, 1.780)  0.001
H (-5.675, 1.220, 0.758)  0.010

Results
Charge: -1
Lowest unoccupied orbital energy (alpha / beta) in eV: 2.21 / -0.13
Electronic energy in Ha: -3880.33477
2S+1: 5
Maximum force in eV/A: 1.11
Frontier orbital gap (alpha / beta) in eV: 4.8857 / 4.9934
Molecular weight in g mol⁻¹: 968.46
HOMO energy (alpha / beta) in eV: -2.7 / -5.1

=====

(2)
DFT (wB97M-V/def2-TZVPD) results for the molecule C23H14ClN3O3.

Each line ends with the Löwdin charge.
Element x y z (Å)
O (-3.166, -3.905, 0.306)  0.078
C (-2.527, -2.871, 0.234)  -0.477
N (-2.250, -2.343, -1.006)  0.237
C (-1.510, -1.297, -1.081)  -0.236
O (-1.094, -0.637, -2.215)  0.161
C (-0.361, 0.441, -1.767)  -0.092
C (0.290, 1.457, -2.671)  -0.137
C (1.492, 2.084, -2.270)  -0.019
C (2.087, 3.097, -3.041)  -0.054
C (1.476, 3.536, -4.228)  -0.093
C (0.324, 2.917, -4.662)  -0.073
C (-0.257, 1.860, -3.888)  -0.017
C (-0.394, 0.517, -0.385)  -0.076
C (0.186, 1.598, 0.425)  -0.204
C (-0.375, 2.870, 0.315)  -0.021
C (0.187, 3.931, 1.032)  -0.057
C (1.266, 3.695, 1.907)  -0.077
C (1.824, 2.424, 2.013)  -0.069
C (1.256, 1.383, 1.284)  -0.041
N (-1.051, -0.616, 0.047)  0.164
C (-1.390, -1.072, 1.301)  -0.356
O (-1.101, -0.416, 2.309)  0.105
N (-2.170, -2.204, 1.421)  0.109
C (-2.695, -2.586, 2.686)  -0.210
C (-3.597, -1.756, 3.363)  -0.003
C (-4.181, -2.134, 4.570)  -0.060
C (-3.847, -3.386, 5.098)  -0.088
C (-2.945, -4.229, 4.484)  -0.092
C (-2.307, -3.805, 3.292)  -0.535
Cl (-1.103, -4.844, 2.559)  0.704
H (1.925, 1.870, -1.316)  0.101
H (2.986, 3.560, -2.680)  0.100
H (1.939, 4.332, -4.770)  0.095
H (-0.154, 3.271, -5.602)  0.115
H (-1.085, 1.317, -4.355)  0.117
H (-1.198, 3.054, -0.341)  0.117
H (-0.301, 4.910, 0.982)  0.107
H (1.683, 4.503, 2.503)  0.101
H (2.626, 2.200, 2.747)  0.118
H (1.665, 0.392, 1.372)  0.120
H (-3.822, -0.797, 2.936)  0.118
H (-4.862, -1.418, 5.059)  0.114
H (-4.310, -3.740, 5.999)  0.100
H (-2.725, -5.201, 4.921)  0.109

Results
Lowest unoccupied orbital energy in eV: 0.10
Electronic energy in Ha: -1735.07633
Maximum force in eV/A: 4.50
Frontier orbital gap in eV: 8.5913
SMILES: O=c1nc2oc(-c3ccccc3)c(-c3ccccc3)n2c(=O)n1-c1ccccc1Cl
Molecular weight in g mol⁻¹: 415.84
HOMO energy in eV: -8.5